DFT (wB97M-V/def2-TZVPD) results for the molecule C6H8O6 in a non-equilibrium geometry.

Calculated values
* energy relative to the best compared isomer or geometry (same formula, charge and spin): 92.54 kcal/mol
* SMILES string: COC(OC)(C(=O)O)C(O)=C=O
* HOMO energy: -8.472 eV

The geometry in ORCA input format:
```
! wB97M-V def2-TZVPD RIJCOSX def2/J DEFGRID3
* xyz 0 1
C -0.2518 1.6418 -1.4329
O 0.3837 0.4532 -1.0389
C -0.1385 -0.2248 0.0689
O 0.2596 0.4144 1.2943
C 1.6981 0.5846 1.4412
C 0.6273 -1.7099 -0.0345
O 0.0933 -2.6478 0.4415
O 1.7737 -1.6651 -0.5977
C -1.6949 -0.3054 0.0186
O -2.2744 -1.4771 -0.4484
C -2.5167 0.7399 0.1550
O -3.3218 1.5537 0.3919
H -1.2954 1.4125 -1.6001
H 0.4622 1.9462 -2.2725
H -0.2290 2.2664 -0.5079
H 2.0677 1.1729 0.7350
H 2.0964 -0.4244 1.5012
H 1.8306 1.0753 2.5437
H 2.3434 -2.4607 -0.6990
H -1.9133 -2.3455 0.0407
*
```

DFT (wB97M-V/def2-TZVPD) results for the molecule C6H8OS in a non-equilibrium geometry.

Calculated values
* energy relative to the best compared isomer or geometry (same formula, charge and spin): 107.21 kcal/mol
* SMILES string: O[C@@H]1CC(=S)[C@@H]2C[C@@H]12
* HOMO energy: -8.388 eV

The geometry in ORCA input format:
```
! wB97M-V def2-TZVPD RIJCOSX def2/J DEFGRID3
* xyz 0 1
O 1.8055 -1.4239 -0.5762
C 0.9053 -0.5972 0.1133
C -0.4583 -1.3865 0.3267
C -1.5582 -0.2959 0.1336
S -3.0774 -0.6466 -0.3534
C -0.8125 0.8999 0.3523
C -0.1136 2.0376 -0.1718
C 0.3956 0.6422 -0.6045
H 2.8595 -1.1619 -0.2016
H 1.4183 -0.4021 1.1312
H -0.4788 -2.0756 -0.5123
H -0.4333 -2.0322 1.2469
H -0.4489 0.8478 1.3620
H 0.4181 2.7930 0.4075
H -0.4249 2.4538 -1.1151
H 0.0035 0.3474 -1.5386
*
```

DFT (wB97M-V/def2-TZVPD) results for the molecule C6H8OS in a non-equilibrium geometry.

Calculated values
* energy relative to the best compared isomer or geometry (same formula, charge and spin): 53.73 kcal/mol
* SMILES string: C=C/C=C\[C@H](O)C=S
* HOMO energy: -8.946 eV

The geometry in ORCA input format:
```
! wB97M-V def2-TZVPD RIJCOSX def2/J DEFGRID3
* xyz 0 1
C 1.9722 -1.5917 -0.5469
C 2.5154 -0.4295 -0.1058
C 1.8688 0.6659 0.6437
C 0.6666 1.1367 0.5857
C -0.4290 0.8616 -0.3418
O -0.9398 2.1535 -0.7060
C -1.4616 0.1054 0.4081
S -1.8360 -1.4601 0.1435
H 2.5871 -2.3759 -0.9438
H 0.8896 -1.7761 -0.5176
H 3.5363 -0.2645 -0.3059
H 2.5524 1.0242 1.3997
H 0.4130 1.9750 1.1945
H -0.1499 0.3100 -1.2713
H -1.7495 2.0450 -1.2226
H -1.9785 0.7064 1.1613
*
```

DFT (wB97M-V/def2-TZVPD) results for C6H8OS3 as an isolated structure in a non-equilibrium geometry.

Calculated values
* energy relative to the best compared isomer or geometry (same formula, charge and spin): 66.08 kcal/mol
* HOMO energy: -8.336 eV

The geometry in ORCA input format:
```
! wB97M-V def2-TZVPD RIJCOSX def2/J DEFGRID3
* xyz 0 1
C 4.3342 -0.8862 -0.6881
C 2.9765 -0.7021 -0.6746
C 0.9448 -0.5252 0.4326
C -2.4337 2.5062 -0.0773
C -2.3334 1.3001 0.4710
C -2.7655 -1.3248 0.3858
H 4.7516 -0.4322 -1.7482
H 5.0167 -0.8788 0.1612
H 2.2404 -0.6220 -1.5944
H 0.5730 -0.4297 -0.5696
H -1.9120 3.3797 0.4740
H -3.1763 2.8882 -0.8589
H -1.8056 1.1915 1.3993
H -2.3119 -1.4348 1.4726
O 2.2731 -0.6129 0.5266
S -0.0728 -0.7347 1.6041
S -2.9217 0.0183 -0.5366
S -3.3775 -2.7006 -0.1796
*
```

DFT (wB97M-V/def2-TZVPD) results for C6H8S as an isolated structure in a non-equilibrium geometry.

Calculated values
* energy relative to the best compared isomer or geometry (same formula, charge and spin): 70.75 kcal/mol
* HOMO energy: -8.608 eV

The geometry in ORCA input format:
```
! wB97M-V def2-TZVPD RIJCOSX def2/J DEFGRID3
* xyz 0 1
C 1.7330 0.7809 0.4642
C 0.6026 -0.0176 0.0030
C -0.4935 0.6694 -0.8073
C -1.8076 0.0617 -0.3328
C -1.5489 -1.1628 0.3360
C -0.1234 -1.1035 0.6587
H 2.3342 0.9479 -0.5543
H 1.2268 2.0174 0.7054
H 2.3374 0.3399 1.3162
H -0.2134 0.4068 -1.8652
H -0.4636 1.7725 -0.8939
H -2.8025 0.1744 -0.8572
H -2.0658 -1.8190 0.7975
H 0.1106 -1.5276 1.7224
S 1.1741 -1.5404 -0.6927
*
```

DFT (wB97M-V/def2-TZVPD) results for the molecule C6H8S in a non-equilibrium geometry.

Calculated values
* energy relative to the best compared isomer or geometry (same formula, charge and spin): 124.30 kcal/mol
* SMILES string: C=C1C[C@H]2S[C@@H]2C1
* HOMO energy: -8.773 eV

The geometry in ORCA input format:
```
! wB97M-V def2-TZVPD RIJCOSX def2/J DEFGRID3
* xyz 0 1
C 2.8943 -0.1300 -0.3713
C 1.6147 0.0546 0.1389
C 0.7599 1.3378 0.0587
C -0.6947 0.7894 0.3460
S -2.3295 -0.0721 -0.2082
C -0.5535 -0.6286 -0.1079
C 0.5826 -1.2674 0.4495
H 3.7793 0.6692 -0.5196
H 3.6414 -0.9476 -0.2688
H 0.6102 1.4852 -1.0110
H 1.0797 2.2875 0.5198
H -0.9525 1.0069 1.4411
H -0.1594 -0.7463 -1.1890
H 0.6667 -1.4054 1.5298
H 0.9868 -2.1314 -0.2547
*
```

DFT (wB97M-V/def2-TZVPD) results for the molecule C6H8S in a non-equilibrium geometry.

Calculated values
* energy relative to the best compared isomer or geometry (same formula, charge and spin): 90.86 kcal/mol
* SMILES string: C[C@@H]1C#CCCS1
* HOMO energy: -8.654 eV

The geometry in ORCA input format:
```
! wB97M-V def2-TZVPD RIJCOSX def2/J DEFGRID3
* xyz 0 1
C 2.3899 -0.4321 -0.1973
C 1.2088 -0.2429 0.7385
C 0.0063 -1.3297 0.7248
C -1.1702 -1.1758 0.5048
C -2.1367 -0.3544 -0.1556
C -1.3916 0.9898 -0.3243
S 0.4035 1.3006 0.2116
H 1.9851 -0.3105 -1.1539
H 3.1127 -1.1783 -0.1027
H 2.8598 0.4784 -0.0598
H 1.3867 0.0544 1.7341
H -2.2420 -0.7506 -1.1096
H -3.1229 -0.0681 0.2757
H -1.3815 1.2814 -1.3281
H -1.9080 1.7378 0.2418
*
```

DFT (wB97M-V/def2-TZVPD) results for the molecule C6H8S2 in a non-equilibrium geometry.

Calculated values
* energy relative to the best compared isomer or geometry (same formula, charge and spin): 60.50 kcal/mol
* SMILES string: S=C1CCCC(=S)C1
* HOMO energy: -8.783 eV

The geometry in ORCA input format:
```
! wB97M-V def2-TZVPD RIJCOSX def2/J DEFGRID3
* xyz 0 1
S 0.1424 1.8776 2.6357
C -0.0491 0.9735 1.3028
C -0.3280 1.4473 -0.1991
C -0.8428 0.2880 -0.9261
C 0.3428 -0.7998 -1.1667
C 0.9433 -1.2153 0.2037
S 1.9958 -2.5010 0.3186
C 0.2889 -0.4472 1.3452
H -1.0013 2.2999 -0.2867
H 0.6398 1.6533 -0.8626
H -1.5415 0.4696 -1.9574
H -1.6598 -0.2898 -0.2888
H 1.1700 -0.3040 -1.8892
H -0.0928 -1.5634 -1.8017
H -0.7228 -1.0448 1.3647
H 0.7152 -0.8438 2.2076
*
```